A cluster of 7 separate species, C38H97N7O12 in total at a distorted geometry, computed with the ωB97M-V functional and the def2-TZVPD basis.

Structure (XYZ):
```
154
Properties=species:S:1:pos:R:3:forces:R:3
C 5.00452 1.86888 -0.10822 -0.7 -0.5 -1.3
C 6.53931 1.80880 -0.29896 -2.0 0.6 -1.1
C 7.07597 3.23609 -0.48702 -0.2 -0.2 1.2
O 7.18265 3.78805 0.83218 1.0 0.4 -0.6
C 7.57402 5.16384 0.75634 -0.8 -0.3 0.7
N 7.14387 1.03718 0.78587 0.4 0.6 -0.8
H 4.58112 0.85745 -0.11839 0.4 -0.1 1.6
H 4.42848 2.07331 -1.02908 0.8 1.1 -0.3
H 4.65548 2.59289 0.62390 -0.1 -0.5 0.5
H 6.57666 1.36077 -1.29721 0.8 -0.6 0.3
H 6.36556 3.84902 -1.04978 0.0 -0.1 -0.3
H 8.05104 3.27003 -0.98255 0.1 -0.1 0.0
H 8.30658 5.39107 -0.01789 -0.2 -0.2 -0.3
H 8.01848 5.48181 1.69905 -0.1 -0.3 0.1
H 6.62644 5.69329 0.63646 0.3 0.6 -0.4
H 8.02183 0.66835 0.42804 0.0 -0.1 0.3
H 7.39273 1.76263 1.45874 0.1 -0.4 0.3
C -1.58645 -2.65796 1.76341 0.0 0.2 -0.3
C -0.94690 -1.40896 2.40200 0.0 -0.2 -0.4
C -0.24251 -0.52083 1.39393 0.2 -0.1 0.8
O 0.82235 -1.30193 0.88119 0.1 0.0 -0.8
C 1.39575 -0.73136 -0.26637 -0.5 0.8 -0.8
N -1.90452 -0.60543 3.15531 0.1 -0.2 0.4
H -1.04636 -3.08552 0.91712 0.4 0.2 0.2
H -2.56618 -2.39497 1.35677 -0.1 0.0 0.2
H -1.66927 -3.44758 2.51175 -0.3 0.0 0.0
H -0.13592 -1.75551 3.04937 -0.2 0.0 0.3
H 0.19041 0.34010 1.92162 -0.2 0.1 0.0
H -0.97098 -0.13667 0.66796 0.3 -0.2 -0.4
H 0.60644 -0.35426 -0.93276 -0.1 -0.1 0.0
H 1.96724 -1.42846 -0.87710 0.1 -0.4 0.5
H 2.00860 0.15936 -0.07711 0.2 -0.1 0.4
H -2.41474 0.04730 2.57160 0.1 -0.1 -0.2
H -2.59524 -1.21471 3.57860 0.0 0.1 0.1
C -1.14507 -4.54183 7.94591 -1.0 -0.3 -1.2
O -1.75511 -4.43568 6.63740 0.4 1.0 1.0
C -1.02928 -3.54205 5.81319 -0.4 -1.2 -1.5
C 0.05922 -4.34545 5.08502 1.3 1.0 -0.8
N 1.45569 -4.38504 5.61166 -0.2 0.7 0.3
C 1.94074 -2.99610 5.74079 0.7 -0.6 1.0
C 3.40094 -2.98770 6.22820 -0.6 0.3 -0.3
O 3.81496 -1.69756 6.61477 0.2 0.3 0.7
C 4.03412 -0.79134 5.58469 0.0 0.9 -1.0
H -1.82366 -5.22330 8.45394 0.3 0.0 0.4
H -1.14811 -3.55557 8.40988 0.2 0.0 0.2
H -0.14514 -4.96417 7.84581 0.1 0.1 0.2
H -0.78638 -2.55862 6.22115 0.3 -0.3 0.6
H -1.71034 -3.30611 4.98673 -0.2 0.0 0.1
H 0.23272 -3.89317 4.09727 -0.8 0.0 -0.2
H -0.36643 -5.33706 4.94708 0.3 -0.1 0.1
H 2.03715 -4.74263 4.85866 -0.2 -0.6 0.1
H 1.39185 -2.53609 6.56186 -0.2 0.4 -0.3
H 1.89254 -2.41749 4.81142 -0.4 0.1 0.0
H 4.05493 -3.35423 5.42675 0.2 -0.3 0.2
H 3.45869 -3.58215 7.13702 0.2 -0.3 -0.2
H 4.65962 -1.21719 4.79047 -0.1 -0.1 -0.1
H 4.53359 0.12545 5.91029 0.3 -0.4 0.6
H 3.11919 -0.36813 5.14374 -0.2 -0.6 -0.1
C 5.05172 0.03755 -10.39301 -0.1 0.5 -0.5
O 5.14845 -0.96921 -9.42597 0.0 -0.2 0.2
C 4.08064 -1.88039 -9.45120 -0.4 -0.8 0.3
C 4.03917 -2.72719 -8.17670 0.5 1.0 -0.1
N 3.75790 -1.91255 -7.00708 -1.3 -1.2 -0.5
C 4.27770 -2.43608 -5.77102 1.0 0.9 -0.6
C 3.68987 -1.68472 -4.57147 1.3 -0.5 0.3
O 3.35663 -0.35965 -4.93756 -0.5 -0.2 0.3
C 2.80875 0.29677 -3.82153 0.2 0.1 0.7
H 6.06422 0.36478 -10.63093 -0.1 0.0 0.0
H 4.46701 0.90555 -10.05994 0.1 -0.1 0.3
H 4.56443 -0.28948 -11.32009 0.2 -0.3 0.0
H 4.15660 -2.58876 -10.28624 0.3 0.1 -0.2
H 3.11670 -1.37704 -9.58908 0.0 0.2 0.2
H 5.00465 -3.23123 -8.04008 0.1 0.0 -0.3
H 3.29460 -3.50794 -8.35160 -0.2 0.0 0.2
H 3.86995 -0.92399 -7.13775 0.3 0.1 0.1
H 5.37919 -2.31116 -5.77915 0.0 0.2 0.3
H 4.21523 -3.52592 -5.73908 -0.8 0.1 0.2
H 4.51102 -1.63628 -3.84213 -0.1 0.1 0.2
H 2.90881 -2.22745 -4.03196 -0.6 0.2 -0.5
H 3.49509 0.22684 -2.96626 0.1 0.0 0.0
H 1.86874 -0.15252 -3.48100 -0.1 -0.1 -0.2
H 2.64375 1.35880 -3.99241 0.0 -0.1 -0.5
C -11.21751 -3.57675 1.60051 -1.2 0.2 -0.2
O -10.32969 -4.65163 1.57240 0.1 -0.7 0.2
C -9.56589 -4.75697 2.74904 1.1 0.1 0.2
C -8.43375 -5.77378 2.63035 -0.1 -0.6 -1.5
N -7.43333 -5.47618 1.57806 0.0 0.7 0.9
C -6.44233 -4.52060 2.10384 -0.1 0.5 -0.5
C -5.55268 -3.92113 1.02581 -0.4 -1.3 -0.8
O -6.33292 -3.05955 0.21088 -0.4 0.0 -0.1
C -5.73074 -2.83019 -1.03338 0.6 0.8 -0.4
H -10.73582 -2.59441 1.62936 0.2 -0.1 -0.1
H -11.95297 -3.60170 2.41818 0.4 -0.2 0.4
H -11.86234 -3.67527 0.72452 0.4 0.2 -0.2
H -10.13356 -5.06768 3.63353 -0.4 0.4 -0.1
H -9.09054 -3.77708 2.89380 -0.2 0.1 0.5
H -8.81150 -6.74463 2.29379 -0.5 0.0 0.6
H -7.96643 -5.89400 3.60676 0.1 0.0 0.0
H -7.99620 -5.08728 0.82560 0.5 0.3 -0.2
H -5.84579 -5.06041 2.83759 0.2 0.0 0.0
H -6.89762 -3.66805 2.62190 -0.1 0.0 0.2
H -5.23245 -4.73564 0.36148 0.2 -0.2 0.2
H -4.64136 -3.45297 1.40646 -0.2 0.3 0.2
H -4.72708 -2.42935 -0.84981 0.2 0.0 -0.3
H -6.27097 -2.08811 -1.62290 -0.3 0.2 0.5
H -5.64090 -3.66543 -1.73792 -0.1 -0.6 0.6
C 1.56810 4.06488 -2.22276 1.0 -0.7 -0.1
O 0.24684 4.14846 -2.65528 -0.8 0.2 -0.1
C -0.46888 2.92017 -2.62247 0.5 -0.1 -0.1
C -0.88857 2.61069 -1.17497 0.2 -0.4 -0.9
N -1.93472 1.61302 -1.08142 -1.4 0.0 0.1
C -3.28027 2.06527 -1.51796 1.1 -0.5 0.3
C -4.03523 0.86307 -2.05878 -0.9 0.7 -0.1
O -3.47743 0.45894 -3.28639 0.7 -0.2 -0.4
C -4.12936 -0.67746 -3.81805 0.3 -0.1 0.1
H 2.15830 3.65431 -3.06104 0.3 0.2 0.3
H 1.73901 3.41531 -1.35019 -0.4 -0.1 -0.1
H 1.96114 5.03068 -1.90008 -0.3 0.2 -0.4
H 0.07943 2.10934 -3.12470 0.5 -0.1 0.4
H -1.32167 3.00832 -3.29684 -0.3 0.4 0.3
H -1.15745 3.59877 -0.79380 -0.5 -0.3 0.4
H -0.06718 2.25148 -0.55285 0.3 0.1 -0.2
H -1.78238 0.75978 -1.60559 0.8 0.2 -0.1
H -3.17559 2.82817 -2.29407 -0.4 0.1 0.0
H -3.75641 2.47422 -0.62560 -0.4 0.1 -0.3
H -5.07594 1.14083 -2.28123 -0.1 0.0 0.4
H -4.05446 0.05650 -1.31445 0.1 -0.1 -0.1
H -5.19255 -0.46317 -3.93346 -0.2 -0.3 0.2
H -3.91389 -1.54864 -3.19381 -0.5 -0.1 0.3
H -3.73970 -0.96756 -4.79254 0.2 0.6 -0.1
C 2.43129 2.68807 3.41490 0.1 -1.2 -0.5
O 1.37498 3.61216 3.37586 0.9 -0.4 0.0
C 1.06712 3.95976 2.05109 -0.9 1.3 0.1
C -0.01944 5.03823 2.20989 -0.5 -0.4 -1.5
N -0.15824 5.78534 0.96375 -0.3 -0.8 -0.2
C -1.45769 6.40126 0.68895 1.6 2.0 -0.4
C -1.52393 6.76630 -0.79243 -0.5 -1.3 -0.3
O -0.57940 7.76763 -1.07024 -0.2 0.2 0.4
C -0.49713 8.17591 -2.42733 0.0 -1.0 0.3
H 2.67123 2.31569 4.41020 -0.3 0.6 0.3
H 3.34869 3.05026 2.93836 0.0 0.3 0.1
H 2.13935 1.77904 2.86584 0.0 0.0 -0.1
H 0.70953 3.12101 1.44016 -0.1 -0.2 0.3
H 1.87991 4.40202 1.45403 0.4 -0.1 0.5
H 0.16837 5.65342 3.09166 0.0 -0.1 0.1
H -0.97762 4.51787 2.28127 0.0 0.1 0.6
H 0.55433 6.48597 0.81800 0.1 -0.1 0.1
H -1.40717 7.40838 1.13497 -0.7 -0.1 0.5
H -2.33252 5.88501 1.06873 0.1 -0.4 -0.1
H -2.55058 7.06360 -1.04384 0.0 0.4 0.0
H -1.29296 5.88579 -1.40743 0.0 -0.1 0.1
H -1.42890 7.99455 -2.97425 -0.3 0.7 0.3
H 0.18875 7.52913 -2.98935 0.5 0.3 0.2
H -0.16843 9.20538 -2.33362 -0.1 0.1 -0.8
```
Forces are in eV/Å.

Calculated values
* SMILES: COC[C@H](C)N.COC[C@H](C)N.COCCNCCOC.COCCNCCOC.COCCNCCOC.COCCNCCOC.COCCNCCOC
* gap between HOMO and LUMO: 8.75 eV
* net charge: 0
* HOMO: -0.3026 Ha